A.
Formula: C4H4S3
Source: the Open Molecules 2025 dataset
Level of theory: ωB97M-V/def2-TZVPD

Structure (XYZ):
```
11
Properties=species:S:1:pos:R:3
C 1.60 -0.11 0.79
C 1.01 -1.32 0.60
C -2.07 0.94 -0.23
C 0.07 0.21 -1.23
S -2.60 -0.28 0.66
S 1.40 1.06 -0.49
S 0.02 -1.50 -0.86
H 2.13 0.46 1.56
H 0.68 -2.00 1.37
H -2.05 2.02 0.01
H -0.19 0.54 -2.19
```

Computed properties:
highest occupied orbital energy (alpha / beta)	-7.2 / -6.8	eV


B.
Formula: C4H4S3
Source: the Open Molecules 2025 dataset
Level of theory: ωB97M-V/def2-TZVPD

Structure (XYZ):
```
11
Properties=species:S:1:pos:R:3
C -0.04 -0.53 0.47
C -0.29 0.92 0.72
C -0.57 1.86 -0.26
C -1.01 3.16 0.20
S -1.46 4.45 -0.74
S -1.08 3.31 1.95
S -0.54 1.35 2.38
H 0.42 -0.44 -0.63
H -1.03 -0.98 0.29
H 0.73 -1.04 1.02
H -0.22 1.72 -1.30
```

Computed properties:
SMILES string	Cc1cc(=S)ss1
highest occupied orbital energy	-8.2	eV


Energies in eV, measured from the most stable structure: A 3.740; B 0.000.


A.
Formula: C4H8N3S
Source: the Open Molecules 2025 dataset
Level of theory: ωB97M-V/def2-TZVPD

Structure (XYZ):
```
16
Properties=species:S:1:pos:R:3
C 1.47 0.71 0.80
C 2.90 0.47 0.39
C -4.09 -1.27 -0.06
C 1.23 -1.15 -0.59
N -3.04 -0.61 -0.08
N -1.97 -0.15 -0.24
N 0.62 -0.23 0.06
S 2.92 -1.30 -0.28
H 1.28 0.51 1.91
H 1.33 1.74 0.61
H 3.37 0.86 -0.53
H 3.72 0.39 1.19
H -3.93 -2.25 -0.52
H -5.07 -0.80 -0.01
H 0.76 -1.97 -1.14
H -0.35 0.05 0.14
```

Computed properties:
highest occupied orbital energy	-12.6	eV
total charge	+1


B.
Formula: C4H8N3S
Source: the Open Molecules 2025 dataset
Level of theory: ωB97M-V/def2-TZVPD

Structure (XYZ):
```
16
Properties=species:S:1:pos:R:3
C -0.08 2.51 -0.39
C 0.26 0.08 -0.62
C 1.54 1.65 0.97
C -1.22 -3.01 0.27
N 0.86 2.70 0.57
N -0.37 1.32 -0.94
N 1.12 0.39 0.58
S -1.50 -1.46 -0.74
H -0.73 3.36 -0.64
H 0.67 -0.44 -1.45
H 2.45 1.83 1.65
H -1.49 -3.84 -0.34
H -1.92 -2.90 1.11
H -0.19 -3.17 0.72
H -1.14 1.37 -1.59
H 1.73 -0.39 0.85
```

Computed properties:
highest occupied orbital energy	-12.7	eV
total charge	+1


Energies in eV, measured from the most stable structure: A 0.396; B 0.000.


A.
Formula: C8H8O4
Source: the Open Molecules 2025 dataset
Level of theory: ωB97M-V/def2-TZVPD

Structure (XYZ):
```
20
Properties=species:S:1:pos:R:3
C 2.07 -2.98 0.78
C 1.19 -0.74 -0.05
C -0.05 0.04 -0.46
C -1.21 -0.60 -0.86
C -2.29 0.32 -0.96
C -2.19 1.75 -0.72
C -1.10 2.32 -0.34
C 0.06 1.41 -0.24
H 2.23 -2.18 1.84
H 1.59 -4.20 1.26
H 2.94 -3.60 -0.22
H -1.38 -1.72 -0.97
H -3.38 -0.03 -1.22
H -3.18 2.35 -0.41
H -0.46 3.68 0.82
H 1.76 1.16 0.89
O 1.21 -2.13 -0.21
O 2.12 -0.21 0.52
O -1.04 3.44 0.15
O 1.11 1.92 0.40
```

Computed properties:
highest occupied orbital energy	-8.1	eV


B.
Formula: C8H8O4
Source: the Open Molecules 2025 dataset
Level of theory: ωB97M-V/def2-TZVPD

Structure (XYZ):
```
20
Properties=species:S:1:pos:R:3
O 1.82 -2.70 -1.01
C 1.33 -1.65 -0.57
C 1.34 -0.37 -1.35
C 0.62 0.71 -0.94
C 0.52 1.96 -1.70
O -0.80 2.30 -1.96
C -0.23 0.62 0.33
O -0.99 1.56 0.64
C -0.14 -0.60 1.14
C -0.95 -0.67 2.40
O -2.31 -0.33 2.09
C 0.62 -1.63 0.69
H 1.94 -0.32 -2.26
H 1.09 2.76 -1.13
H 1.02 1.84 -2.67
H -1.20 2.58 -1.12
H -0.49 -0.08 3.22
H -1.01 -1.72 2.77
H -2.30 0.63 1.94
H 0.61 -2.59 1.22
```

Computed properties:
SMILES string	O=C1C=C(CO)C(=O)C(CO)=C1
highest occupied orbital energy	-10.2	eV


Energies in eV, measured from the most stable structure: A 4.550; B 0.000.


A.
Formula: C9H11NO2
Source: the Open Molecules 2025 dataset
Level of theory: ωB97M-V/def2-TZVPD

Structure (XYZ):
```
23
Properties=species:S:1:pos:R:3
N -0.68 -0.29 2.43
C -0.46 0.99 1.47
C 0.90 1.04 0.79
C 1.12 0.00 -0.28
C 1.76 -1.19 0.07
C 1.88 -2.27 -0.76
C 1.40 -2.15 -2.09
C 0.78 -0.99 -2.45
C 0.68 0.09 -1.61
C -1.78 1.21 0.70
O -2.68 0.40 0.67
O -1.88 2.46 0.18
H -1.58 -0.08 2.83
H -0.82 -1.15 1.88
H -0.59 1.87 2.21
H 1.00 2.07 0.42
H 1.67 0.99 1.58
H 2.17 -1.04 1.09
H 2.45 -3.21 -0.60
H 1.50 -3.01 -2.69
H 0.32 -0.84 -3.38
H 0.25 0.97 -1.99
H -2.77 2.30 -0.19
```

Computed properties:
SMILES string	N[C@@H](Cc1ccccc1)C(=O)O
highest occupied orbital energy	-9.3	eV


B.
Formula: C9H11NO2
Source: the Open Molecules 2025 dataset
Level of theory: ωB97M-V/def2-TZVPD

Structure (XYZ):
```
23
Properties=species:S:1:pos:R:3
C -1.69 0.43 -0.33
C -1.96 -1.17 -0.36
C -0.74 1.13 0.74
C 0.72 0.55 0.69
C 1.40 1.02 -0.35
C 1.03 -0.66 1.23
C 2.50 0.45 -1.02
C 2.26 -1.18 0.80
C 3.00 -0.73 -0.34
H -3.46 1.51 -0.93
H -3.65 -0.16 0.42
H -1.46 0.51 -1.48
H -1.09 0.91 1.80
H -0.94 2.35 0.37
H 0.88 1.79 -1.03
H 0.61 -1.21 2.15
H 2.92 1.06 -1.86
H 2.62 -2.04 1.44
H 3.99 -1.28 -0.53
H -0.20 -0.92 -0.78
N -3.04 1.06 0.20
O -2.92 -1.71 0.05
O -0.81 -1.70 -0.86
```

Computed properties:
highest occupied orbital energy	-9.6	eV


C.
Formula: C9H11NO2
Source: the Open Molecules 2025 dataset
Level of theory: ωB97M-V/def2-TZVPD

Structure (XYZ):
```
23
Properties=species:S:1:pos:R:3
N -2.06 1.83 1.81
C -1.25 1.26 0.76
C -0.52 -0.01 1.25
C 0.55 -0.50 0.38
C 1.71 0.25 0.18
C 2.70 -0.16 -0.79
C 2.50 -1.37 -1.48
C 1.36 -2.11 -1.23
C 0.41 -1.73 -0.27
C -2.18 0.83 -0.44
O -3.39 0.63 -0.33
O -1.55 0.69 -1.60
H -2.60 2.58 1.43
H -2.71 1.08 2.06
H -0.50 2.04 0.43
H -1.21 -0.83 1.40
H -0.07 0.21 2.25
H 1.80 1.18 0.73
H 3.59 0.52 -0.90
H 3.23 -1.70 -2.22
H 1.23 -2.99 -1.87
H -0.48 -2.34 -0.03
H -0.56 0.64 -1.52
```

Computed properties:
SMILES string	N[C@@H](Cc1ccccc1)C(=O)O
highest occupied orbital energy	-9.5	eV


Energies in eV, measured from the most stable structure: A 0.573; B 5.289; C 0.000.


A.
Formula: C5H11NO4
Source: the Open Molecules 2025 dataset
Level of theory: ωB97M-V/def2-TZVPD

Structure (XYZ):
```
21
Properties=species:S:1:pos:R:3
C 0.56 1.99 -1.75
C -0.28 0.76 -1.45
O -0.47 0.68 -0.03
C -0.52 -0.50 0.57
C -1.28 -1.63 -0.07
C -0.77 -0.33 2.05
O 1.10 -1.15 0.49
N 2.16 -0.44 0.85
O 2.01 0.60 1.41
O 3.20 -0.96 0.57
H 0.06 2.89 -1.40
H 1.52 1.92 -1.25
H 0.73 2.07 -2.82
H 0.23 -0.14 -1.81
H -1.26 0.83 -1.93
H -0.98 -1.81 -1.10
H -2.34 -1.37 -0.05
H -1.14 -2.55 0.50
H -0.07 0.39 2.46
H -0.67 -1.29 2.56
H -1.78 0.04 2.19
```

Computed properties:
SMILES string	CCOC(C)(C)O[N+](=O)[O-]
highest occupied orbital energy	-10.3	eV


B.
Formula: C5H11NO4
Source: the Open Molecules 2025 dataset
Level of theory: ωB97M-V/def2-TZVPD

Structure (XYZ):
```
21
Properties=species:S:1:pos:R:3
C 0.72 1.18 -0.84
N 0.49 0.03 -0.01
C 0.54 -1.15 -0.94
C 1.59 -0.12 1.00
C -0.85 0.13 0.73
O -0.85 -0.84 1.71
O -0.99 1.46 1.15
C -2.03 -0.02 -0.36
O -2.60 1.01 -0.78
O -2.20 -1.19 -0.73
H 0.78 2.12 -0.32
H 1.71 1.09 -1.29
H 0.05 1.12 -1.67
H 0.21 -2.12 -0.45
H -0.22 -1.02 -1.69
H 1.57 -1.14 -1.23
H 1.18 -1.00 1.63
H 2.48 -0.46 0.50
H 1.56 0.72 1.66
H -1.47 -1.61 1.47
H -1.67 1.79 0.47
```

Computed properties:
SMILES string	C[N+](C)(C)C(O)(O)C(=O)[O-]
highest occupied orbital energy	-9.2	eV


C.
Formula: C5H11NO4
Source: the Open Molecules 2025 dataset
Level of theory: ωB97M-V/def2-TZVPD

Structure (XYZ):
```
21
Properties=species:S:1:pos:R:3
C -1.50 0.34 -0.69
C 1.27 -0.64 0.50
C 1.96 0.60 0.59
C 1.81 -1.81 -0.25
N -0.09 0.23 -0.84
C -1.87 0.59 0.80
O -2.06 1.46 -1.39
O -2.14 -0.81 -1.13
O -1.08 1.50 1.39
O -2.80 0.06 1.35
H -1.37 2.13 -1.47
H -3.03 -0.84 -0.74
H -1.43 1.66 2.29
H 0.08 -0.10 -1.79
H 0.52 -0.86 1.25
H 2.91 0.68 0.06
H 1.02 1.02 -0.19
H 1.91 1.12 1.54
H 1.02 -2.50 -0.55
H 2.37 -1.49 -1.13
H 2.51 -2.34 0.41
```

Computed properties:
highest occupied orbital energy	-9.0	eV


Energies in eV, measured from the most stable structure: A 3.081; B 0.000; C 1.529.